(1)
Formula: C5H6N2O
Source: the OMol25 dataset
Level of theory: wB97M-V/def2-TZVPD

Element x y z (Å)
C -3.085 -0.247 -0.261
C 1.339 -0.077 0.006
C -0.894 0.984 0.069
C -2.509 1.002 -0.063
C -0.092 -0.013 0.107
N -3.468 -1.319 -0.119
N 1.708 -1.387 -0.105
O 2.093 0.900 -0.006
H -2.462 1.669 -0.789
H -0.685 1.859 -0.479
H -3.014 1.480 0.835
H -0.445 -0.955 0.518
H 1.018 -2.047 -0.391
H 2.780 -1.282 -0.203

Values from the calculation:
Gap between HOMO and LUMO ... 10.5 eV
Lowest unoccupied orbital energy ... 0.332 eV
Structure (SMILES) ... N#CC/C=C/C(N)=O

Let us look at the natural (NBO) charges, expressed in e, one per atom: 0.27, 0.62, -0.06, -0.54, -0.31, -0.31, -0.83, -0.61, 0.24, 0.20, 0.26, 0.20, 0.42, 0.43

(2)
Formula: C5H6N2O
Source: the OMol25 dataset
Level of theory: wB97M-V/def2-TZVPD

Element x y z (Å)
C -0.569 1.761 -0.657
C -1.115 0.319 1.277
C 1.280 -0.907 -0.925
C 2.205 -0.274 -1.534
C -1.122 0.587 -0.067
N -0.047 2.564 -1.297
N -1.282 -0.882 1.892
O 0.544 -1.552 -0.311
H -0.760 1.180 2.029
H -1.404 -1.674 1.203
H 2.881 0.271 -1.017
H 2.385 -0.142 -2.611
H -1.453 -0.122 -0.771
H -1.545 -1.129 2.789

Values from the calculation:
Gap between HOMO and LUMO ... 9.3 eV
Lowest unoccupied orbital energy ... 0.750 eV
Structure (SMILES) ... N#C/C=C/N.C=C=O

Let us look at the natural (NBO) charges, expressed in e, one per atom: 0.27, 0.12, 0.73, -0.77, -0.48, -0.35, -0.79, -0.49, 0.20, 0.39, 0.26, 0.27, 0.23, 0.40

(3)
Formula: C5H6N2O
Source: the OMol25 dataset
Level of theory: wB97M-V/def2-TZVPD

Element x y z (Å)
C 0.530 0.273 -0.059
C -0.567 1.491 0.001
C -1.757 1.002 0.006
C -1.606 -0.467 -0.328
C -0.226 -0.881 -0.386
H 3.225 0.103 -0.230
H 0.049 2.447 0.379
H -2.679 1.593 0.414
H -2.502 -0.840 -1.027
H -1.020 -1.212 1.664
H 0.168 -1.564 -1.250
N 1.682 0.578 0.094
N -0.979 -1.460 0.548
O 2.450 -0.357 0.020

Values from the calculation:
Gap between HOMO and LUMO ... 9.9 eV
Lowest unoccupied orbital energy ... 0.934 eV
Structure (SMILES) ... O/N=C1/C=C[C@@H]2N[C@H]12

Let us look at the natural (NBO) charges, expressed in e, one per atom: 0.15, -0.19, -0.26, -0.09, -0.15, 0.47, 0.23, 0.24, 0.20, 0.38, 0.20, -0.13, -0.57, -0.50

(4)
Formula: C5H6N2O
Source: the OMol25 dataset
Level of theory: wB97M-V/def2-TZVPD

Element x y z (Å)
C 1.858 -0.543 0.030
C 1.128 0.829 -0.220
C -0.311 0.418 -0.322
C -1.507 0.884 -0.001
C -0.330 -1.014 -0.178
H 2.846 -0.813 -0.653
H 2.186 -0.630 1.222
H 1.141 1.375 0.845
H 1.348 1.522 -1.000
H -2.075 1.857 0.058
H -3.029 -0.536 0.723
N -2.491 -0.340 -0.194
N 0.759 -1.582 -0.181
O -1.523 -1.428 -0.128

Values from the calculation:
Gap between HOMO and LUMO ... 9.3 eV
Lowest unoccupied orbital energy ... 0.689 eV
Structure (SMILES) ... C1=C2CCN=C2ON1

Let us look at the natural (NBO) charges, expressed in e, one per atom: -0.23, -0.47, -0.12, -0.05, 0.49, 0.22, 0.20, 0.23, 0.24, 0.23, 0.36, -0.28, -0.49, -0.33

So which one is most stable? That would be (1), about 0.0141 hartree below the next structure.

(1)
Formula: C3H3FS
Source: the OMol25 dataset
Level of theory: wB97M-V/def2-TZVPD

Element x y z (Å)
C 0.942 0.692 -1.388
C 0.137 -0.015 -0.674
C -0.344 -1.110 -0.123
F -0.853 0.128 2.219
S -1.307 -2.351 0.031
H 1.974 0.856 -1.113
H 0.616 1.538 -1.993
H -1.165 0.263 3.041

Values from the calculation:
Gap between HOMO and LUMO ... 7.1 eV
Lowest unoccupied orbital energy ... -0.912 eV
Structure (SMILES) ... C=C=C=S.F

Let us look at the natural (NBO) charges, expressed in e, one per atom: -0.32, -0.12, -0.12, -0.55, 0.14, 0.21, 0.21, 0.56

(2)
Formula: C3H3FS
Source: the OMol25 dataset
Level of theory: wB97M-V/def2-TZVPD

Element x y z (Å)
C -1.145 -0.703 0.097
C -0.080 0.372 -0.035
C 1.328 0.452 0.067
H -1.058 -1.882 0.788
H -0.901 1.238 -0.309
H 1.655 1.475 0.029
F -2.383 -0.365 -0.387
S 2.584 -0.587 -0.252

Values from the calculation:
Gap between HOMO and LUMO ... 7.4 eV
Lowest unoccupied orbital energy ... -1.411 eV

Let us look at the natural (NBO) charges, expressed in e, one per atom: 0.33, -0.39, -0.32, 0.22, 0.25, 0.21, -0.33, 0.03

So which one is most stable? That would be (1), about 0.0350 hartree below the next structure.

(1)
Formula: C10H14N2O9P2RuSe
Source: the OMol25 dataset
Level of theory: wB97M-V/def2-TZVPD

Element x y z (Å)
Ru 1.198 0.701 -0.428
O 3.736 1.646 -2.457
P 3.581 2.660 -1.207
O 4.806 3.423 -0.957
O 2.942 1.805 -0.125
O 2.402 3.666 -1.719
P 0.829 3.368 -1.515
O 0.189 4.715 -2.078
O 0.493 3.167 -0.082
O 0.454 2.172 -2.377
H 4.326 2.008 -3.125
H 0.352 4.822 -3.020
C -3.035 0.939 1.183
C -1.604 0.625 0.904
N -1.083 0.813 -0.247
O -1.890 1.316 -1.232
C -0.690 0.088 1.912
C -1.053 -0.122 3.346
N 0.491 -0.194 1.448
O 1.469 -0.630 2.123
H -3.249 1.961 0.866
H -3.268 0.825 2.238
H -3.682 0.280 0.601
H -1.224 1.647 -1.881
H -1.845 -0.866 3.463
H -1.392 0.807 3.808
H -0.166 -0.470 3.872
Se 1.111 -1.163 -2.151
C 0.319 -2.502 -1.031
C -0.926 -3.029 -1.376
C -1.519 -4.005 -0.590
C -0.881 -4.463 0.555
C 0.354 -3.938 0.904
C 0.956 -2.969 0.115
H -1.433 -2.659 -2.258
H -2.487 -4.402 -0.872
H -1.348 -5.221 1.174
H 0.858 -4.272 1.803
H 1.909 -2.550 0.409

Values from the calculation:
Total charge ... -1
Gap between HOMO and LUMO (alpha / beta) ... 7.7 / 6.7 eV
Expectation value of S² ... 8.763
Lowest unoccupied orbital energy (alpha / beta) ... 2.784 / 1.522 eV
Multiplicity ... 6

Let us look at the natural (NBO) charges, expressed in e, one per atom: 1.47, -1.00, 2.56, -1.12, -1.14, -1.11, 2.53, -0.99, -1.13, -1.17, 0.50, 0.50, -0.67, 0.23, -0.17, -0.57, 0.07, -0.67, -0.08, -0.53, 0.25, 0.22, 0.24, 0.52, 0.21, 0.22, 0.25, -0.15, -0.18, -0.26, -0.17, -0.26, -0.20, -0.24, 0.22, 0.19, 0.20, 0.21, 0.24

(2)
Formula: C10H14N2O9P2RuSe
Source: the OMol25 dataset
Level of theory: wB97M-V/def2-TZVPD

Element x y z (Å)
Ru -0.592 0.682 -0.342
O -1.105 0.785 -3.226
P -1.856 -0.565 -2.775
O -2.745 -1.072 -3.828
O -2.330 -0.257 -1.354
O -0.583 -1.605 -2.625
P 0.469 -1.651 -1.401
O 1.284 -2.995 -1.731
O -0.249 -1.799 -0.100
O 1.373 -0.438 -1.478
H -0.968 0.790 -4.181
H 1.776 -2.895 -2.558
C 1.257 -0.996 3.406
C 0.547 -0.135 2.412
N 1.083 0.237 1.327
O 2.371 -0.180 1.125
C -0.872 0.295 2.573
C -1.792 -0.255 3.605
N -1.270 1.136 1.670
O -2.473 1.545 1.536
H 1.679 -1.855 2.882
H 0.585 -1.338 4.192
H 2.089 -0.453 3.860
H 2.401 -0.167 0.144
H -1.468 -0.018 4.622
H -1.850 -1.344 3.511
H -2.779 0.165 3.440
Se 0.725 2.688 -1.018
C 0.313 3.845 0.456
C 1.352 4.360 1.230
C 1.081 5.195 2.309
C -0.233 5.517 2.631
C -1.271 4.999 1.866
C -1.001 4.171 0.782
H 2.375 4.091 0.988
H 1.898 5.587 2.905
H -0.446 6.160 3.478
H -2.300 5.231 2.119
H -1.813 3.755 0.205

Values from the calculation:
Total charge ... -1
Gap between HOMO and LUMO (alpha / beta) ... 7.7 / 6.8 eV
Expectation value of S² ... 8.766
Lowest unoccupied orbital energy (alpha / beta) ... 2.823 / 1.603 eV
Multiplicity ... 6

Let us look at the natural (NBO) charges, expressed in e, one per atom: 1.38, -1.01, 2.53, -1.12, -1.12, -1.11, 2.51, -0.98, -1.12, -1.16, 0.51, 0.50, -0.68, 0.23, -0.14, -0.57, 0.11, -0.68, -0.09, -0.52, 0.25, 0.22, 0.23, 0.52, 0.21, 0.23, 0.26, -0.12, -0.21, -0.18, -0.24, -0.24, -0.20, -0.23, 0.21, 0.20, 0.20, 0.21, 0.23

So which one is most stable? That would be (1), about 0.0220 hartree below the next structure.

(1)
Formula: CH2O5P
Source: the OMol25 dataset
Level of theory: wB97M-V/def2-TZVPD

Element x y z (Å)
C -0.610 0.694 0.568
O 0.430 -2.420 0.143
O 1.594 -3.274 2.183
O 2.945 -2.142 0.300
O 0.193 0.554 1.436
O -0.790 0.024 -0.574
P 1.705 -2.603 0.922
H -1.391 1.423 0.563
H -0.209 -0.797 -0.606

Values from the calculation:
Total charge ... -1
Gap between HOMO and LUMO ... 9.1 eV
Lowest unoccupied orbital energy ... 3.765 eV

Let us look at the natural (NBO) charges, expressed in e, one per atom: 0.66, -1.19, -1.12, -1.12, -0.58, -0.72, 2.46, 0.07, 0.54

(2)
Formula: CH2O5P
Source: the OMol25 dataset
Level of theory: wB97M-V/def2-TZVPD

Element x y z (Å)
C 1.625 -0.562 0.299
O -0.711 1.328 -0.144
O -2.207 -0.595 0.743
O -2.415 0.242 -1.641
O 0.654 -1.208 -0.012
O 1.648 0.655 0.391
P -1.683 0.223 -0.351
H 2.532 -1.126 0.637
H 0.557 1.043 0.079

Values from the calculation:
Total charge ... -1
Gap between HOMO and LUMO ... 9.7 eV
Lowest unoccupied orbital energy ... 3.993 eV

Let us look at the natural (NBO) charges, expressed in e, one per atom: 0.66, -1.13, -1.10, -1.11, -0.69, -0.70, 2.49, 0.06, 0.52

So which one is most stable? That would be (1), about 0.0071 hartree below the next structure.